# 1
C7H14NP | ωB97M-V/def2-TZVPD

- SMILES = [H]/N=C(C)\P=C\CC(C)C
- total charge = 0
- HOMO (eV) = -9.3
- lowest unoccupied orbital energy (hartree) = 0.0070

Geometry (Å):
H 1.96477 0.77715 -3.16956
N 2.53907 1.47194 -2.60101
C 2.65709 0.91098 -1.44252
C 3.49612 1.61022 -0.41174
P 1.78441 -0.61574 -0.81735
C 0.28438 -0.00463 -0.83786
C -0.94874 -0.80577 -0.52714
C -1.80687 -0.32291 0.67993
C -0.99656 -0.49372 1.96292
C -3.17130 -1.06760 0.76518
H 4.14973 2.35962 -0.74524
H 4.07986 0.88076 0.05146
H 2.73775 1.97023 0.26155
H 0.06553 0.93813 -1.11317
H -0.41945 -1.78503 -0.32468
H -1.51409 -0.97090 -1.53671
H -1.93356 0.72176 0.57138
H -1.10882 -1.59247 2.36084
H 0.00235 -0.24000 1.84948
H -1.39050 0.21197 2.66460
H -3.04013 -2.25590 0.95736
H -3.67054 -0.92126 -0.19777
H -3.76051 -0.77681 1.60002

Forces on atoms 1 to 3 (eV/Å):
H 0.5 1.4 0.4
N -0.9 -2.7 0.3
C 0.6 1.5 -1.2

***

# 2
C7H14O | ωB97M-V/def2-TZVPD

- SMILES = C/C=C/CCCCO
- total charge = 0
- HOMO (eV) = -9.2
- lowest unoccupied orbital energy (hartree) = 0.0371

Geometry (Å):
C -2.81963 2.13451 -1.34949
C -1.80176 1.55005 -0.41644
C -0.48790 1.58926 -0.58313
C 0.50969 1.02954 0.39855
C 1.29869 -0.17855 -0.08936
C 0.59998 -1.52889 0.20711
C 1.33919 -2.42941 1.16752
O 2.41754 -3.06916 0.46862
H -2.38529 2.75382 -2.13156
H -3.53063 2.73521 -0.77022
H -3.40378 1.34061 -1.81938
H -2.21444 1.09120 0.47455
H -0.02887 2.18338 -1.37129
H 1.19246 1.84179 0.64752
H -0.00227 0.90106 1.35762
H 1.52207 -0.13381 -1.14971
H 2.22638 -0.16042 0.49359
H 0.40863 -2.12582 -0.68470
H -0.38599 -1.30765 0.62084
H 1.64415 -1.94287 2.09484
H 0.67651 -3.24628 1.45387
H 3.22526 -3.02757 0.98066

Forces on atoms 1 to 3 (eV/Å):
C -0.2 0.0 0.3
C 0.0 0.2 -0.4
C 0.3 0.2 0.6

***

# 3
C7H14O2 | ωB97M-V/def2-TZVPD

- SMILES = C=CC(=C)/C=C/C.O.O
- total charge = 0
- HOMO (eV) = -8.0
- lowest unoccupied orbital energy (hartree) = 0.0258

Geometry (Å):
C -0.73922 -1.33945 -2.60010
C -0.13663 -1.17748 -1.43418
C 0.46303 0.08058 -1.16488
C 0.29933 1.16310 -1.90241
C 1.23868 0.24454 0.00469
C 0.68349 0.13140 1.22838
C 1.32535 0.46027 2.48892
H -1.21515 -2.30577 -2.92775
H -0.65584 -0.51457 -3.21077
H -0.24349 -1.85578 -0.49572
H -0.14973 1.15829 -2.91984
H 0.70792 2.14164 -1.54541
H 2.32787 0.54596 -0.07772
H -0.30843 -0.19449 1.22248
H 2.34618 0.24080 2.35326
H 1.00680 1.52385 2.77920
H 1.06001 -0.26008 3.36138
O -0.54936 -2.18443 2.45425
H 0.30303 -1.93295 3.00092
H -0.49007 -3.11390 2.28992
O -2.26444 2.08323 -1.13120
H -2.07802 3.09659 -1.28199
H -2.93130 2.00866 -0.49143

Forces on atoms 1 to 3 (eV/Å):
C -0.5 -3.6 0.8
C -1.5 -2.2 1.5
C 0.2 1.4 -1.0

***

# 4
C7H14O2 | ωB97M-V/def2-TZVPD

- SMILES = CC[C@@H](C)[C@@H](C)C(=O)O
- total charge = 0
- HOMO (eV) = -9.5
- lowest unoccupied orbital energy (hartree) = 0.0292

Geometry (Å):
C -2.57643 0.94652 0.74094
C -1.39261 0.82265 -0.20166
C 0.11153 0.31511 0.44874
C 0.03579 -0.22677 1.86892
C 0.55271 -0.69281 -0.55322
C 0.45635 -0.45737 -2.04787
C 2.26679 -0.89982 -0.16726
O 2.75985 -1.64097 0.66184
O 3.07989 -0.10620 -0.91547
H -3.33950 1.61012 0.31905
H -3.05761 -0.02661 0.88042
H -2.30413 1.35960 1.71581
H -1.77529 0.33749 -1.10178
H -1.11117 1.82539 -0.54174
H 0.73989 1.21089 0.43380
H 1.02672 -0.17534 2.33344
H -0.29077 -1.26980 1.88833
H -0.63055 0.34045 2.52106
H 0.13838 -1.67875 -0.32257
H 0.72374 0.56741 -2.31697
H 1.13553 -1.13434 -2.57607
H -0.54225 -0.69426 -2.42603
H 3.99313 -0.33260 -0.64173

Forces on atoms 1 to 3 (eV/Å):
C -0.1 -0.1 0.3
C 1.5 1.0 1.1
C -3.6 0.8 -1.2

***

# 5
C7H14O3Tl | ωB97M-V/def2-TZVPD

- total charge = +1
- HOMO (spin up / spin down) (eV) = -11.6 / -11.7
- lowest unoccupied orbital energy (spin up / spin down) (hartree) = -0.1585 / -0.1585

Geometry (Å):
C 0.15932 0.74612 2.64264
O 0.69972 0.46601 1.35920
C 1.77642 1.31796 0.97673
C 2.30291 0.91718 -0.38581
O 1.24050 1.00238 -1.30280
C 0.99085 -0.09389 -2.19605
H 0.96129 0.72526 3.39341
H -0.30582 1.74042 2.63096
H 2.57543 1.23933 1.72855
H 1.38538 2.34744 0.92994
H 2.75930 -0.08667 -0.33849
H 3.07763 1.63654 -0.68963
H -0.55189 -0.40776 -2.44074
H 0.70871 0.42306 -3.12589
H 1.88252 -0.71672 -2.38708
C -1.95712 -0.68302 -1.96363
C -2.89882 -0.54788 -1.00039
O -2.97384 -1.15187 0.19984
C -1.77269 -1.85883 0.64182
Tl -0.28012 -0.53710 -0.11426
H -1.72429 -1.72949 -2.21468
H -3.74973 0.13409 -1.12573
H -1.77093 -2.86501 0.17973
H -1.93098 -2.01287 1.72053
H -0.60376 -0.00468 2.88185

Forces on atoms 1 to 3 (eV/Å):
C -0.5 0.4 1.0
O 1.8 1.0 1.4
C 0.8 1.1 0.0

***

# 6
C7H14S | ωB97M-V/def2-TZVPD

- SMILES = C[C@@H]1CSC[C@H](C)C1
- total charge = 0
- HOMO (eV) = -8.2
- lowest unoccupied orbital energy (hartree) = 0.0347

Geometry (Å):
C 2.22605 0.23706 -0.67505
C 0.83607 0.20951 -1.34006
C -0.05218 1.43777 -0.94960
S -0.18249 1.59586 0.80289
C -0.65964 -0.10721 1.29567
C -0.99151 -1.08486 0.16700
C -1.20541 -2.44506 0.76416
C 0.09919 -1.11309 -0.94728
H 2.77539 1.20724 -0.84042
H 2.06747 0.10362 0.40530
H 2.83266 -0.51580 -1.06274
H 0.92834 0.24910 -2.44895
H -1.02317 1.28819 -1.40030
H 0.43090 2.38158 -1.31769
H 0.21004 -0.41220 1.91276
H -1.61673 -0.09702 1.90490
H -1.86221 -0.65215 -0.30674
H -0.26690 -2.78007 1.20309
H -1.55696 -3.22251 0.10016
H -1.96346 -2.42877 1.56565
H -0.34516 -1.57015 -1.85282
H 0.79414 -1.88951 -0.59753

Forces on atoms 1 to 3 (eV/Å):
C -1.1 2.3 0.4
C -0.4 0.1 0.0
C 1.4 -0.5 -1.0

***

# 7
C7H15Br2N2O2P | ωB97M-V/def2-TZVPD

- SMILES = O=[P@]1(NCCBr)OCCCN1CCBr
- total charge = 0
- HOMO (eV) = -9.3
- lowest unoccupied orbital energy (hartree) = 0.0159

Geometry (Å):
O -2.43963 0.49971 -0.67029
P -1.11800 -0.13699 -0.65653
N -0.16545 0.23019 -2.03066
C 1.22920 -0.30597 -1.97293
C 2.14386 0.59392 -2.91450
Br 1.37500 0.29526 -4.85797
O -1.31868 -1.70045 -0.53945
C -1.68843 -2.33885 0.66457
C -0.61552 -2.00451 1.69778
C -0.48398 -0.51281 1.94774
N -0.29200 0.36996 0.70199
C -0.36646 1.82606 0.85015
C 0.68195 2.36966 1.84686
Br 2.50999 2.18766 1.11750
H -0.61856 -0.15784 -2.88968
H 1.52618 -0.47967 -0.96735
H 1.26842 -1.28153 -2.40284
H 3.13479 0.26530 -2.96485
H 2.09760 1.60212 -2.58917
H -2.77032 -2.15043 1.00707
H -1.77367 -3.45314 0.53572
H -0.84542 -2.48747 2.63340
H 0.36002 -2.48413 1.44592
H 0.12251 -0.22631 2.79116
H -1.48627 -0.24758 2.30575
H -0.21547 2.29216 -0.13865
H -1.43377 2.05347 1.13335
H 0.71856 3.42725 2.05210
H 0.46355 1.95495 2.86385

Forces on atoms 1 to 3 (eV/Å):
O -0.3 0.5 -0.7
P -1.1 1.3 -0.2
N -0.2 -1.8 1.0

***

# 8
C7H15Br2O8P | ωB97M-V/def2-TZVPD

- SMILES = CCOCCOOC(=O)OP(=O)(O)O.BrCCBr
- total charge = 0
- HOMO (eV) = -9.7
- lowest unoccupied orbital energy (hartree) = 0.0081

Geometry (Å):
C 1.08132 -0.21857 0.09152
C 1.28259 1.28642 0.23358
O 0.09918 2.04359 0.44126
C -0.99854 1.66329 -0.36346
C -2.04270 2.76652 -0.27371
O -3.05259 2.46416 0.70864
O -4.32311 2.38879 0.03667
C -4.51118 1.15287 -0.48929
O -5.01959 0.96735 -1.53480
O -4.15359 0.17819 0.40038
P -3.84525 -1.32416 -0.07354
O -2.72244 -1.51623 -0.98490
O -3.65461 -1.92663 1.38897
O -5.25009 -1.82904 -0.61836
H 2.01518 -0.71607 0.35900
H 0.81744 -0.51192 -0.92514
H 0.30919 -0.57714 0.77559
H 1.82221 1.68130 -0.63895
H 1.90874 1.47821 1.10661
H -1.44114 0.73670 0.01044
H -0.69137 1.50661 -1.40465
H -1.56022 3.69304 0.04614
H -2.52291 2.95335 -1.23444
H -3.32629 -2.83363 1.33296
H -5.15344 -2.69598 -1.03316
Br 4.10432 -2.23210 -1.18474
C 5.82578 -1.90319 -0.34817
C 5.67403 -1.46782 1.08584
Br 5.02808 0.35966 1.22709
H 6.32557 -1.15272 -0.95243
H 6.37323 -2.84138 -0.40197
H 6.63689 -1.48571 1.59116
H 4.96531 -2.08779 1.62585

Forces on atoms 1 to 3 (eV/Å):
C 0.1 0.1 0.1
C 0.2 -0.1 0.0
O -0.1 -0.1 0.1